(1)
Computed, not measured: a structure of composition C11H31CoN6O2 in a non-equilibrium geometry, with wB97M-V/def2-TZVPD.

maximum force: 0.072 hartree/bohr
charge: +4
LUMO level (alpha / beta): -11.70 / -17.26 eV
multiplicity: 5
E_HOMO (alpha / beta): -0.8013 / -0.8368 Eh
electronic energy: -2297.9494 hartree
energy above the lowest of the compared OMol25 structures with the same formula, charge and spin: 135.3 kJ/mol
M: 338.3 g mol⁻¹
expectation value of S²: 6.013

```
51
C11H31CoN6O2, DFT wB97M-V/def2-TZVPD
Co -11.350 -9.685 6.282
N -12.405 -12.106 10.124
C -12.305 -12.136 8.625
C -11.204 -13.106 8.194
C -10.810 -12.812 6.715
N -10.104 -11.433 6.669
C -12.054 -12.778 5.845
C -13.318 -11.987 6.381
N -13.202 -10.502 6.179
C -13.629 -12.261 7.887
H -11.582 -12.613 10.524
H -13.244 -12.494 10.556
H -12.365 -10.964 10.386
H -11.864 -11.161 8.363
H -11.594 -14.122 8.200
H -10.357 -12.928 8.821
H -10.016 -13.576 6.347
H -9.327 -11.508 6.034
H -9.785 -11.227 7.624
H -12.454 -13.806 5.705
H -11.773 -12.475 4.807
H -14.053 -12.395 5.653
H -13.731 -9.988 6.837
H -13.522 -10.284 5.222
H -13.954 -13.299 7.886
H -14.382 -11.501 8.167
N -11.937 -7.854 6.578
C -11.055 -7.112 7.615
C -11.620 -7.455 9.029
C -11.585 -8.934 9.318
O -12.250 -9.407 10.298
O -10.839 -9.652 8.543
H -11.920 -7.311 5.706
H -12.857 -7.791 6.992
H -11.065 -6.014 7.421
H -10.052 -7.457 7.553
H -12.628 -7.105 9.136
H -11.028 -6.887 9.766
N -10.401 -7.414 1.360
C -9.932 -8.463 2.388
C -10.501 -8.140 3.776
N -9.933 -9.073 4.794
H -10.989 -7.898 0.687
H -9.583 -6.984 0.875
H -10.972 -6.611 1.808
H -8.854 -8.383 2.482
H -10.311 -9.448 2.041
H -11.608 -8.294 3.715
H -10.279 -7.097 4.004
H -9.115 -8.532 5.219
H -9.479 -9.868 4.347
```

=====

(2)
Computed, not measured: a cluster of 7 separate species, C22H46B3NO10 in total in a non-equilibrium geometry, with wB97M-V/def2-TZVPD.

maximum force: 0.020 hartree/bohr
LUMO level: 0.45 eV
E_HOMO: -0.3237 Eh
electronic energy: -1747.8554 hartree
M: 517.0 g mol⁻¹
SMILES string: CN(C)C(=O)CB1OBOBO1.CC(C)=O.CC(C)=O.CC(C)=O.CC(C)=O.CC(C)=O.CC(C)=O

```
82
C22H46B3NO10, DFT wB97M-V/def2-TZVPD
C -1.029 -0.859 -4.401
N -1.226 -0.891 -2.954
C -1.675 0.387 -2.372
C -0.302 -1.572 -2.199
O -0.104 -1.309 -1.024
C 0.374 -2.767 -2.849
B 1.500 -3.421 -1.987
O 1.635 -4.809 -1.962
B 2.887 -5.262 -2.296
O 3.975 -4.500 -1.927
B 3.761 -3.269 -1.331
O 2.504 -2.722 -1.334
H -0.071 -0.408 -4.686
H -1.827 -0.271 -4.843
H -1.083 -1.860 -4.823
H -2.570 0.248 -1.771
H -0.903 0.867 -1.777
H -1.935 1.055 -3.190
H 0.802 -2.530 -3.829
H -0.399 -3.519 -3.033
H 3.029 -6.260 -2.922
H 4.668 -2.698 -0.821
C -3.097 -0.572 2.739
C -3.138 -0.876 1.263
C -2.849 -2.300 0.851
O -3.367 -0.019 0.443
H -3.308 0.479 2.912
H -3.830 -1.181 3.273
H -2.111 -0.807 3.144
H -3.574 -2.978 1.308
H -1.855 -2.581 1.202
H -2.889 -2.391 -0.232
C -2.295 -7.372 -1.963
C -2.045 -5.931 -1.592
C -1.586 -5.665 -0.180
O -2.195 -5.034 -2.388
H -2.615 -7.436 -3.000
H -1.383 -7.954 -1.823
H -3.063 -7.799 -1.315
H -0.653 -6.198 0.013
H -2.330 -6.026 0.533
H -1.432 -4.598 -0.040
C -0.570 2.128 1.758
C 0.128 2.805 0.602
C 1.516 3.325 0.846
O -0.421 2.906 -0.474
H -1.557 1.791 1.449
H 0.019 1.272 2.096
H -0.663 2.823 2.596
H 2.179 2.508 1.135
H 1.499 4.066 1.646
H 1.908 3.788 -0.052
C -0.963 7.716 -0.456
C 0.079 6.621 -0.495
C 0.223 5.882 -1.801
O 0.754 6.359 0.473
H -0.978 8.176 0.528
H -0.740 8.471 -1.212
H -1.947 7.301 -0.684
H 0.476 6.586 -2.596
H -0.722 5.401 -2.060
H 0.992 5.119 -1.720
C 5.963 2.178 -2.181
C 4.792 1.885 -1.273
C 4.432 0.432 -1.085
O 4.172 2.769 -0.731
H 6.123 3.252 -2.241
H 6.864 1.693 -1.800
H 5.771 1.780 -3.179
H 5.280 -0.115 -0.669
H 4.190 -0.021 -2.048
H 3.574 0.339 -0.424
C -2.260 0.778 7.516
C -1.831 1.379 6.199
C -0.518 2.124 6.192
O -2.503 1.268 5.200
H -3.214 0.271 7.395
H -1.508 0.069 7.867
H -2.354 1.561 8.271
H 0.291 1.460 6.500
H -0.554 2.952 6.903
H -0.317 2.507 5.195
```

=====

(3)
Computed, not measured: the ion C5H10N3 with charge +1 in a non-equilibrium geometry, with wB97M-V/def2-TZVPD.

maximum force: 0.068 hartree/bohr
charge: +1
LUMO level (alpha / beta): -5.99 / -5.99 eV
E_HOMO (alpha / beta): -0.5067 / -0.5067 Eh
electronic energy: -360.3554 hartree
energy above the lowest of the compared OMol25 structures with the same formula, charge and spin: 576.8 kJ/mol
M: 112.2 g mol⁻¹

```
18
C5H10N3, DFT wB97M-V/def2-TZVPD
C 0.160 1.730 0.277
C -0.927 1.051 0.691
C 1.804 -0.121 0.012
C 1.240 1.128 -0.494
C -1.455 -1.024 -0.596
N 2.997 -0.500 0.064
N 0.903 -0.984 0.516
N -0.938 -0.383 0.605
H 0.187 2.839 0.438
H -1.722 1.554 1.322
H 0.890 0.567 -1.380
H 2.072 1.886 -0.760
H -1.371 -0.351 -1.486
H -0.834 -1.860 -0.812
H -2.431 -1.278 -0.716
H 3.279 -1.337 0.467
H 1.027 -1.953 0.873
H -1.053 -0.850 1.509
```

=====

(4)
Computed, not measured: a structure of composition C41H32ClN8O6PS4W in a non-equilibrium geometry, with wB97M-V/def2-TZVPD.

maximum force: 0.081 hartree/bohr
LUMO level (alpha / beta): -1.58 / -1.85 eV
multiplicity: 3
E_HOMO (alpha / beta): -0.2535 / -0.2535 Eh
electronic energy: -4932.5175 hartree
energy above the lowest of the compared OMol25 structures with the same formula, charge and spin: 109.9 kJ/mol
M: 1111.3 g mol⁻¹
expectation value of S²: 2.014

```
94
C41H32ClN8O6PS4W, DFT wB97M-V/def2-TZVPD
W -1.623 1.758 1.173
C 0.521 2.748 -2.665
C -0.251 2.212 -1.509
N -0.226 2.637 -0.257
N 0.611 3.697 -0.063
C 0.620 4.160 1.177
N 1.459 5.092 1.557
S -0.454 3.494 2.490
C -1.144 1.060 -1.729
C -1.242 0.460 -2.997
C -1.880 -0.743 -3.088
C -2.600 -1.239 -2.041
C -2.586 -0.508 -0.873
N -1.846 0.644 -0.654
H 1.149 3.615 -2.492
H -0.120 2.976 -3.528
H 1.247 1.986 -2.952
H 1.989 5.597 0.797
H 1.319 5.531 2.396
H -0.702 0.854 -3.837
H -1.879 -1.335 -3.997
H -3.118 -2.185 -2.025
H -3.114 -0.905 -0.055
O -1.684 -0.542 4.731
C -1.198 0.053 3.797
O -1.949 0.781 2.905
C 0.318 -0.013 3.428
P 0.396 0.242 1.578
C 2.176 0.690 1.198
C 2.482 0.898 -0.144
C 3.662 1.540 -0.477
C 4.542 1.829 0.537
C 4.263 1.583 1.886
C 3.109 0.926 2.223
C 0.083 -1.478 1.013
C 1.006 -2.238 0.227
C 0.658 -3.550 -0.198
C -0.538 -4.055 0.126
C -1.475 -3.350 0.896
C -1.210 -2.046 1.227
H 0.602 -0.983 3.703
H 0.725 0.769 3.984
H 1.780 0.561 -0.984
H 3.813 1.787 -1.535
H 5.412 2.387 0.233
H 5.001 1.672 2.692
H 2.870 0.677 3.256
H 1.967 -1.806 0.072
H 1.391 -4.140 -0.734
H -0.788 -5.122 0.021
H -2.341 -3.823 1.306
H -2.017 -1.512 1.757
O -6.594 3.572 -1.679
C -6.906 2.432 -1.079
O -7.923 1.802 -1.252
C -5.966 1.949 0.005
C -6.167 0.846 0.788
Cl -7.583 -0.084 1.021
N -5.045 0.664 1.496
N -4.073 1.565 1.241
C -4.622 2.360 0.310
C -3.742 3.493 -0.179
O -4.082 4.364 -0.948
O -2.550 3.382 0.340
C -4.994 -0.230 2.625
C -4.702 -1.555 2.497
C -4.921 -2.376 3.570
C -5.253 -1.785 4.778
C -5.572 -0.466 4.896
C -5.428 0.394 3.810
H -5.717 3.907 -1.391
H -4.428 -1.874 1.494
H -4.944 -3.453 3.521
H -5.476 -2.369 5.692
H -5.897 -0.140 5.886
H -5.638 1.477 3.819
S 4.489 -5.359 -3.339
C 4.073 -3.768 -3.244
S 2.428 -3.305 -3.522
C 2.787 -1.605 -3.253
N 4.016 -1.452 -2.941
N 4.773 -2.593 -2.922
C 6.157 -2.406 -2.938
C 6.581 -1.126 -2.597
C 7.956 -0.863 -2.550
C 8.853 -1.814 -3.059
C 8.382 -3.070 -3.302
C 7.066 -3.407 -3.307
S 1.628 -0.386 -3.297
H 5.806 -0.373 -2.421
H 8.340 0.070 -2.139
H 9.901 -1.558 -3.059
H 9.126 -3.790 -3.471
H 6.673 -4.415 -3.449
```

=====

(5)
Computed, not measured: a structure of composition C10H26BF6N3O6PbS2 in a non-equilibrium geometry, with wB97M-V/def2-TZVPD.

maximum force: 0.096 hartree/bohr
LUMO level: -5.23 eV
E_HOMO: -0.3376 Eh
electronic energy: -2625.1390 hartree
energy above the lowest of the compared OMol25 structures with the same formula, charge and spin: 687.5 kJ/mol
M: 680.5 g mol⁻¹

```
55
C10H26BF6N3O6PbS2, DFT wB97M-V/def2-TZVPD
Pb -0.278 0.051 -1.413
C -1.119 2.937 4.379
F -2.241 3.202 3.786
F -0.850 3.889 5.285
F -1.234 1.736 5.045
S 0.358 2.952 3.019
O -0.207 3.220 1.703
O 1.422 3.855 3.493
N 0.758 1.242 2.878
S 1.807 1.108 4.091
O 3.173 1.154 3.597
O 1.445 1.745 5.339
C 1.576 -0.809 4.515
F 0.357 -1.056 5.008
F 1.757 -1.486 3.371
F 2.372 -1.200 5.533
B -2.082 -0.357 -4.999
H -2.585 -0.558 -5.932
H -1.012 -0.451 -5.098
H -2.339 0.613 -4.601
H -2.379 -1.155 -4.336
C 5.834 -0.995 -2.303
C 4.578 -0.136 -2.150
C 4.777 1.292 -2.610
O 3.463 1.855 -2.525
C 3.302 2.850 -3.551
N 3.590 -0.772 -2.969
H 5.670 -2.045 -2.061
H 6.605 -0.655 -1.611
H 6.260 -0.908 -3.303
H 4.296 -0.245 -1.103
H 5.287 1.329 -3.572
H 5.366 1.775 -1.831
H 3.317 2.339 -4.514
H 4.063 3.630 -3.559
H 2.336 3.309 -3.342
H 3.951 -0.656 -3.905
H 3.635 -1.774 -2.848
C -5.978 -0.454 1.669
C -4.604 -0.898 1.069
C -4.319 -2.389 0.843
O -3.027 -2.657 0.331
C -2.789 -4.037 0.157
N -4.324 -0.110 -0.132
H -6.137 0.624 1.721
H -6.101 -0.844 2.679
H -6.751 -0.865 1.020
H -3.849 -0.641 1.812
H -5.061 -2.865 0.201
H -4.468 -2.858 1.815
H -2.531 -4.366 1.164
H -1.894 -4.237 -0.433
H -3.608 -4.670 -0.185
H -4.521 0.849 0.116
H -5.063 -0.405 -0.754
```

=====

(6)
Computed, not measured: a structure of composition C7H7NO in a non-equilibrium geometry, with wB97M-V/def2-TZVPD.

maximum force: 0.074 hartree/bohr
LUMO level: -0.27 eV
E_HOMO: -0.3186 Eh
electronic energy: -400.8069 hartree
energy above the lowest of the compared OMol25 structures with the same formula, charge and spin: 272.9 kJ/mol
M: 121.1 g mol⁻¹

```
16
C7H7NO, DFT wB97M-V/def2-TZVPD
C 1.571 -0.181 -1.282
C 2.397 0.055 -0.240
C 0.223 -0.558 -1.184
C 2.025 -0.069 1.146
C -0.172 -0.383 0.077
C 0.697 -0.290 1.196
C -1.229 -0.630 1.073
N -0.466 -0.535 2.094
O -3.850 1.749 -0.382
H 2.154 -0.109 -2.259
H 3.456 0.331 -0.493
H -0.393 -0.728 -2.041
H 2.810 -0.351 1.897
H -2.270 -0.858 1.040
H -3.079 1.663 0.206
H -3.875 0.894 -0.849
```

=====

(7)
Computed, not measured: a structure of composition C4H8O2, with wB97M-V/def2-TZVPD.

maximum force: 0.008 hartree/bohr
LUMO level: 0.44 eV
E_HOMO: -0.3080 Eh
electronic energy: -307.5298 hartree
energy above the lowest of the compared OMol25 structures with the same formula, charge and spin: 479.6 kJ/mol
M: 88.1 g mol⁻¹

```
14
C4H8O2, DFT wB97M-V/def2-TZVPD
C -0.775 -0.226 1.957
O -0.257 0.649 0.958
C 0.640 0.080 0.146
C -0.512 -0.494 -1.555
C 1.584 0.950 -0.523
O 2.022 0.871 -1.659
H -1.280 0.401 2.695
H -1.501 -0.917 1.510
H 0.036 -0.797 2.419
H 0.210 -0.853 -0.584
H -0.780 -1.524 -1.812
H -1.373 0.091 -1.238
H 0.104 -0.019 -2.315
H 1.999 1.675 0.209
```

=====

(8)
Computed, not measured: a cluster of 2 separate species, CH4OS2 in total in a non-equilibrium geometry, with wB97M-V/def2-TZVPD.

maximum force: 0.050 hartree/bohr
LUMO level (alpha / beta): -1.68 / -1.66 eV
E_HOMO (alpha / beta): -0.3273 / -0.3274 Eh
electronic energy: -912.0224 hartree
energy above the lowest of the compared OMol25 structures with the same formula, charge and spin: 181.5 kJ/mol
M: 96.2 g mol⁻¹
SMILES string: O=S.CS

```
8
CH4OS2, DFT wB97M-V/def2-TZVPD
O 2.661 0.445 1.061
S 3.558 0.258 -0.094
C -1.198 0.103 -0.640
S -0.985 -1.266 0.592
H -2.028 0.817 -0.194
H -1.473 -0.281 -1.651
H -0.216 0.581 -0.623
H -0.321 -0.660 1.550
```